# 1
This record from the OMol25 dataset describes a cluster of 13 separate species, C69H174N10O23 in total at a distorted geometry. The level of theory is the ωB97M-V functional and the def2-TZVPD basis.

Summary:
E in Ha: -5010.7620
Energy relative to the best compared isomer or geometry (same formula, charge and spin) in eV: 1.3715
E_LUMO in eV: 0.5
Kohn-Sham gap in Ha: 0.31615
Largest force on an atom in eV/A: 4.890
HOMO energy in eV: -8.13

```
! RIJCOSX wB97M-V def2-TZVPD def2/J DEFGRID3
* xyz 0 1
C -1.563 9.103 -3.269
O -0.353 8.447 -3.070
C -0.425 7.281 -2.263
C 0.801 6.371 -2.512
N 0.843 5.279 -1.542
C 2.009 4.425 -1.740
C 2.172 3.487 -0.616
O 2.533 4.120 0.602
C 2.265 3.239 1.750
H -2.238 8.494 -3.944
H -1.272 10.110 -3.626
H -2.000 9.111 -2.251
H -1.387 6.843 -2.466
H -0.510 7.534 -1.179
H 1.740 6.891 -2.430
H 0.715 6.035 -3.535
H 0.925 5.670 -0.615
H 2.951 4.985 -1.888
H 1.858 3.832 -2.697
H 2.946 2.750 -0.892
H 1.185 2.959 -0.469
H 2.648 3.794 2.606
H 2.671 2.257 1.633
H 1.222 3.166 1.974
C -2.906 -1.822 4.715
O -3.476 -2.939 4.111
C -4.854 -3.114 4.544
C -5.351 -4.324 3.733
N -5.431 -4.282 2.293
C -6.012 -3.079 1.615
C -6.196 -3.292 0.167
O -4.879 -3.461 -0.461
C -5.018 -3.874 -1.819
H -1.918 -1.699 4.239
H -2.657 -1.975 5.834
H -3.409 -0.794 4.472
H -5.396 -2.217 4.326
H -4.869 -3.264 5.605
H -6.356 -4.540 4.104
H -4.787 -5.204 4.011
H -4.589 -4.532 1.847
H -5.507 -2.073 1.715
H -7.024 -2.775 2.054
H -6.727 -2.413 -0.224
H -6.761 -4.206 -0.028
H -5.730 -4.659 -1.984
H -4.078 -4.235 -2.173
H -5.407 -3.030 -2.437
C -1.806 -2.903 -3.559
O -1.447 -4.020 -2.729
C -0.259 -3.642 -1.970
C -0.115 -4.446 -0.678
N 0.563 -5.682 -0.901
C -0.136 -6.566 -1.784
C 0.384 -7.971 -1.895
O -0.080 -8.550 -3.098
C -0.154 -9.923 -3.028
H -0.913 -2.319 -3.892
H -2.524 -2.322 -3.060
H -2.358 -3.312 -4.417
H -0.346 -2.572 -1.836
H 0.654 -3.875 -2.579
H -1.101 -4.653 -0.205
H 0.394 -3.862 0.086
H 0.614 -6.191 0.008
H -0.055 -6.220 -2.870
H -1.173 -6.695 -1.637
H 0.048 -8.562 -1.024
H 1.498 -7.951 -1.958
H -0.421 -10.278 -4.051
H -0.907 -10.164 -2.227
H 0.823 -10.322 -2.696
C -4.390 7.189 3.505
O -3.668 6.706 4.662
C -2.482 7.505 4.820
C -1.650 7.062 5.985
N -0.935 5.760 5.707
C -0.546 5.210 7.076
C -0.253 3.744 6.995
O -1.433 3.001 6.578
C -1.307 2.041 5.557
H -5.326 6.584 3.500
H -3.903 7.011 2.495
H -4.539 8.255 3.616
H -2.863 8.508 4.886
H -1.842 7.425 3.892
H -2.206 7.043 6.897
H -0.867 7.796 6.216
H -1.730 5.173 5.396
H -1.363 5.498 7.857
H 0.312 5.848 7.293
H 0.066 3.294 7.968
H 0.568 3.606 6.278
H -0.726 2.378 4.696
H -2.281 1.853 5.082
H -0.909 1.092 5.944
C 8.827 -3.853 1.192
O 8.886 -2.517 0.669
C 9.652 -2.386 -0.490
C 9.636 -0.883 -0.834
N 8.257 -0.478 -0.764
C 8.044 0.878 -1.218
C 6.652 1.267 -0.823
O 6.433 1.126 0.602
C 7.263 1.976 1.413
H 8.539 -4.591 0.387
H 8.048 -3.788 1.957
H 9.821 -4.139 1.687
H 9.228 -3.154 -1.192
H 10.634 -2.696 -0.339
H 10.019 -0.869 -1.885
H 10.283 -0.286 -0.209
H 7.742 -0.629 0.092
H 8.057 0.867 -2.283
H 8.793 1.554 -0.906
H 5.885 0.641 -1.265
H 6.501 2.265 -1.181
H 8.303 1.691 1.352
H 6.914 1.877 2.422
H 7.182 2.996 1.005
C 3.547 -3.932 -1.265
O 4.424 -2.898 -1.360
C 5.825 -3.371 -1.420
C 6.086 -4.195 -2.718
N 5.787 -3.484 -3.971
C 6.229 -4.234 -5.091
C 6.016 -3.438 -6.417
O 6.468 -2.121 -6.274
C 6.645 -1.444 -7.521
H 2.745 -3.389 -0.678
H 3.767 -4.758 -0.647
H 3.210 -4.278 -2.227
H 6.254 -4.015 -0.681
H 6.387 -2.432 -1.482
H 5.394 -5.032 -2.783
H 7.082 -4.576 -2.535
H 6.095 -2.610 -3.921
H 5.603 -5.103 -5.138
H 7.318 -4.518 -5.080
H 4.954 -3.436 -6.691
H 6.625 -3.910 -7.206
H 5.754 -1.377 -8.108
H 7.386 -1.927 -8.188
H 6.919 -0.435 -7.234
C -4.502 1.249 -6.330
O -3.089 1.022 -6.306
C -2.360 2.221 -6.383
C -0.941 1.861 -6.110
N -0.820 1.264 -4.812
C -0.782 2.150 -3.606
C -1.154 1.284 -2.455
O -2.440 0.734 -2.621
C -3.497 1.797 -2.567
H -4.826 1.736 -5.390
H -5.006 0.251 -6.420
H -4.809 1.803 -7.257
H -2.608 2.876 -5.519
H -2.547 2.778 -7.297
H -0.396 2.801 -6.029
H -0.467 1.270 -6.908
H -1.541 0.606 -4.629
H -1.463 3.034 -3.694
H 0.253 2.442 -3.314
H -1.141 1.767 -1.468
H -0.532 0.395 -2.523
H -4.447 1.291 -2.446
H -3.326 2.475 -3.444
H -3.252 2.307 -1.637
C -5.353 4.697 -5.958
O -5.460 4.102 -4.656
C -6.474 4.811 -4.008
C -6.650 4.304 -2.636
N -5.563 4.797 -1.760
C -5.516 4.210 -0.480
C -4.190 4.623 0.260
O -3.773 3.648 1.186
C -2.629 3.986 1.913
H -4.696 4.017 -6.472
H -4.797 5.635 -5.889
H -6.307 4.890 -6.414
H -7.399 4.702 -4.574
H -6.143 5.915 -3.944
H -6.711 3.200 -2.581
H -7.631 4.655 -2.227
H -4.699 4.522 -2.313
H -5.551 3.082 -0.364
H -6.294 4.545 0.163
H -4.278 5.652 0.725
H -3.392 4.670 -0.500
H -2.195 3.032 2.273
H -2.895 4.553 2.833
H -1.852 4.599 1.350
C 1.014 -8.296 1.817
O -0.106 -7.501 1.495
C -1.134 -7.425 2.487
C -1.388 -5.946 2.738
N -0.096 -5.351 3.217
C -0.231 -3.933 3.348
C 1.140 -3.335 3.471
O 1.895 -3.749 2.312
C 3.263 -3.474 2.409
H 0.666 -9.327 2.021
H 1.419 -7.910 2.742
H 1.693 -8.236 0.988
H -0.697 -7.863 3.401
H -2.034 -7.881 2.106
H -2.114 -5.716 3.499
H -1.802 -5.524 1.851
H 0.575 -5.543 2.545
H -0.659 -3.751 4.380
H -0.858 -3.438 2.608
H 1.680 -3.773 4.305
H 1.163 -2.267 3.582
H 3.837 -3.969 3.244
H 3.257 -2.451 2.718
H 3.702 -3.655 1.431
C -5.042 0.721 2.216
O -3.825 0.058 2.042
C -3.477 -0.044 0.661
C -2.562 -1.232 0.410
N -1.568 -1.342 1.465
C -0.535 -0.326 1.365
C 0.587 -0.894 0.541
O 1.561 0.062 0.252
C 2.800 -0.550 0.013
H -5.413 0.472 3.260
H -5.781 0.494 1.496
H -4.875 1.831 2.135
H -3.024 0.890 0.293
H -4.380 -0.131 0.039
H -2.125 -1.143 -0.534
H -3.058 -2.185 0.385
H -2.218 -1.147 2.270
H -0.211 -0.199 2.343
H -0.932 0.633 0.987
H 0.232 -1.425 -0.392
H 1.039 -1.702 1.122
H 2.926 -1.479 0.451
H 3.581 0.070 0.474
H 2.960 -0.510 -1.043
C 4.484 2.198 4.759
C 4.315 0.740 5.152
C 2.896 0.235 4.873
O 5.251 -0.102 4.338
H 5.518 2.520 4.938
H 3.751 2.799 5.333
H 4.274 2.269 3.688
H 4.637 0.622 6.129
H 2.574 0.395 3.824
H 2.158 0.725 5.523
H 2.911 -0.799 5.038
H 5.076 -1.000 4.646
C -6.121 2.998 6.784
C -5.218 3.853 5.956
C -4.951 3.163 4.576
O -5.768 5.076 5.790
H -5.725 1.997 6.870
H -7.154 3.018 6.386
H -6.114 3.425 7.758
H -4.230 3.910 6.460
H -4.563 2.181 4.700
H -4.170 3.825 4.011
H -5.891 3.069 3.985
H -5.119 5.761 5.609
C 3.065 -0.572 -6.062
C 2.022 -1.034 -5.077
C 2.505 -2.096 -4.128
O 1.723 0.135 -4.342
H 3.952 -0.172 -5.543
H 2.683 0.233 -6.652
H 3.420 -1.338 -6.728
H 1.189 -1.358 -5.704
H 3.424 -1.909 -3.583
H 2.419 -3.007 -4.694
H 1.773 -2.088 -3.263
H 0.869 0.543 -4.558
*
```


# 2
This record from the OMol25 dataset describes a structure of composition C69H65BF2Ge3RuS9 at a distorted geometry. The level of theory is the ωB97M-V functional and the def2-TZVPD basis.

Summary:
E in Ha: -12802.7383
Energy relative to the best compared isomer or geometry (same formula, charge and spin) in eV: 0.4964
E_LUMO (alpha / beta) in eV: 3.5 / 2.6
Kohn-Sham gap (alpha / beta) in Ha: 0.19724 / 0.17873
Largest force on an atom in eV/A: 1.441
Expectation value of S²: 6.02
HOMO energy (alpha / beta) in eV: -1.82 / -2.29

```
! RIJCOSX wB97M-V def2-TZVPD def2/J DEFGRID3
* xyz -2 5
Ru 1.249 0.149 2.754
C 2.139 5.685 -3.655
C 1.055 5.237 -2.702
C -0.273 5.182 -3.107
C -1.279 4.754 -2.250
C -2.699 4.633 -2.754
C -0.949 4.404 -0.931
C 0.387 4.445 -0.505
C 0.787 4.019 0.885
C 1.368 4.852 -1.407
C -2.055 4.099 0.037
C -2.742 5.198 0.560
C -3.797 5.024 1.437
C -4.169 3.742 1.811
C -3.491 2.624 1.330
C -2.421 2.799 0.418
Ge -1.377 1.244 -0.253
S -0.663 -0.111 1.313
S -2.491 -0.102 -1.679
Ge -0.293 -0.612 -2.186
S 3.036 0.771 1.286
S 0.272 1.600 -1.755
C -0.245 -1.082 -4.170
C 0.069 -2.444 -4.405
C 0.354 -2.889 -5.693
C 0.330 -2.009 -6.763
C -0.002 -0.684 -6.545
C -0.299 -0.204 -5.266
C -0.707 1.240 -5.239
C 0.258 2.254 -5.227
C 1.703 1.965 -4.899
C -0.129 3.561 -5.511
C -1.446 3.887 -5.793
C -1.825 5.278 -6.242
C -2.405 2.883 -5.714
C -2.058 1.560 -5.457
C -3.122 0.488 -5.459
C 0.100 -3.460 -3.304
C 1.333 -3.927 -2.822
C 2.643 -3.399 -3.364
C 1.346 -4.887 -1.822
C 0.175 -5.387 -1.264
C 0.225 -6.369 -0.124
C -1.035 -4.942 -1.777
C -1.098 -4.003 -2.804
C -2.449 -3.652 -3.390
C -3.925 1.289 1.857
C -4.851 0.502 1.172
C -5.527 0.970 -0.100
C -5.170 -0.758 1.685
C -4.616 -1.222 2.866
C -4.915 -2.609 3.381
C -3.757 -0.386 3.576
C -3.397 0.860 3.091
C -2.444 1.732 3.868
H 1.714 6.202 -4.518
H 2.711 4.826 -4.022
H 2.840 6.360 -3.159
H -0.534 5.470 -4.123
H -2.780 5.025 -3.771
H -3.404 5.167 -2.115
H -3.003 3.580 -2.769
H -0.021 4.131 1.605
H 1.651 4.582 1.244
H 1.078 2.962 0.882
H 2.407 4.859 -1.082
H -2.423 6.194 0.267
H -4.322 5.886 1.834
H -4.991 3.588 2.504
H 0.588 -3.938 -5.852
H 0.555 -2.356 -7.764
H -0.034 0.013 -7.378
H 1.993 0.952 -5.182
H 1.857 2.057 -3.819
H 2.370 2.675 -5.397
H 0.629 4.342 -5.530
H -1.014 5.988 -6.064
H -2.721 5.639 -5.729
H -2.041 5.281 -7.314
H -3.449 3.127 -5.894
H -4.087 0.904 -5.755
H -3.223 0.055 -4.463
H -2.866 -0.323 -6.148
H 2.596 -2.320 -3.527
H 2.894 -3.869 -4.319
H 3.451 -3.602 -2.659
H 2.304 -5.247 -1.456
H 1.151 -6.948 -0.137
H -0.624 -7.057 -0.156
H 0.185 -5.841 0.830
H -1.965 -5.345 -1.383
H -3.107 -4.522 -3.357
H -2.365 -3.313 -4.425
H -2.933 -2.857 -2.820
H -5.396 2.040 -0.258
H -6.598 0.751 -0.062
H -5.111 0.453 -0.967
H -5.855 -1.392 1.126
H -5.695 -3.093 2.790
H -5.237 -2.580 4.425
H -4.016 -3.231 3.333
H -3.320 -0.732 4.510
H -2.047 1.198 4.730
H -2.939 2.647 4.214
H -1.594 2.031 3.250
S -0.067 3.005 9.383
C 0.171 2.380 7.863
S -0.098 0.738 7.438
C 0.317 0.838 5.741
C 0.732 2.039 5.311
S 1.235 2.383 3.687
S 0.749 3.298 6.527
S 0.121 -0.553 4.715
F 2.337 -1.576 -0.033
B 3.014 -0.401 -0.038
F 3.665 -0.203 -1.217
C 6.593 -3.395 1.107
C 5.350 -3.923 0.772
C 4.199 -3.445 1.391
C 4.257 -2.439 2.363
C 5.516 -1.930 2.692
C 6.673 -2.400 2.073
Ge 2.598 -1.801 3.281
C 3.387 -1.218 5.037
C 3.889 0.087 5.139
C 4.391 0.582 6.339
C 4.384 -0.216 7.477
C 3.872 -1.506 7.403
C 3.387 -2.001 6.195
C 1.754 -3.544 3.763
C 0.367 -3.684 3.871
C -0.206 -4.870 4.325
C 0.601 -5.949 4.664
C 1.982 -5.840 4.542
C 2.550 -4.647 4.099
H 7.489 -3.759 0.616
H 5.284 -4.709 0.025
H 3.231 -3.856 1.121
H 5.594 -1.156 3.448
H 7.638 -1.989 2.352
H 3.870 0.734 4.270
H 4.767 1.600 6.390
H 4.774 0.164 8.416
H 3.830 -2.122 8.297
H 2.986 -3.008 6.157
H -0.275 -2.852 3.602
H -1.285 -4.952 4.410
H 0.156 -6.874 5.018
H 2.621 -6.680 4.796
H 3.630 -4.566 4.013
*
```


- What is the E in the second record?
  -12802.7383 Ha


- The highest energy relative to the best compared isomer or geometry (same formula, charge and spin) belongs to which entry?
  C69H174N10O23


- Which of these has the lowest largest force on an atom?
  C69H65BF2Ge3RuS9